1.
44
Properties=species:S:1:pos:R:3:forces:R:3 method="wB97M-V/def2-TZVPD" energy_ev=-41572.774 homo_energy_ev=-4.104 total_charge=-1 lumo_energy_ev=3.0 multiplicity=1
C 2.7828 -2.1927 -2.4522 -0.23 -0.07 0.10
C 2.9300 -0.6905 -2.2147 0.20 -0.08 -0.21
C 1.8882 0.1845 -2.9248 0.11 0.15 0.33
C 0.4302 -0.2938 -2.8639 -0.15 0.28 -0.01
N -0.3844 0.6174 -2.0574 -0.15 0.02 -0.02
C -0.0274 0.5984 -0.6473 0.46 -0.26 0.20
O 0.4896 1.8081 -0.1790 0.00 -0.43 0.36
Al 0.6404 1.5047 1.6155 -0.83 0.35 -0.58
P 2.9368 1.1269 2.0949 -0.04 0.15 1.09
N 3.3252 1.5852 3.5879 -0.10 0.11 -0.23
O -0.4270 0.0372 1.5866 -0.02 0.31 0.05
C -1.1157 0.1263 0.3704 0.02 0.23 -0.44
C -2.2564 1.1612 0.3924 -0.39 -0.29 -0.18
C -3.4908 0.8546 1.2568 0.12 0.09 0.15
C -3.2351 0.3046 2.6488 0.01 -0.08 0.06
O -2.6002 1.2901 3.4587 -0.12 0.07 -0.01
C -1.6850 -1.2539 -0.0708 -0.01 -0.30 0.02
C -1.2035 -2.3722 0.7923 1.37 -0.50 -0.10
O -0.1245 -2.8869 0.8051 -1.14 0.47 -0.04
F -2.1799 -2.8695 1.5963 -0.12 0.00 0.19
H 2.4674 -2.4117 -3.4755 0.10 0.03 -0.07
H 2.0278 -2.6240 -1.7922 0.01 -0.01 0.00
H 3.7143 -2.7242 -2.2602 0.06 0.00 0.01
H 3.9162 -0.3837 -2.5757 0.00 0.08 0.05
H 2.9336 -0.4908 -1.1414 -0.09 -0.01 0.03
H 1.9058 1.1682 -2.4504 0.01 0.05 -0.09
H 2.2000 0.3442 -3.9598 -0.07 -0.16 -0.07
H 0.0047 -0.3076 -3.8700 -0.04 -0.03 -0.01
H 0.3720 -1.3173 -2.4757 0.11 -0.12 -0.05
H -1.3637 0.4073 -2.1975 -0.06 0.09 0.04
H 0.7504 -0.1796 -0.5106 -0.07 -0.13 -0.23
H -0.0329 2.7381 2.3570 0.35 0.05 0.25
H 3.3176 -0.2277 1.8566 0.16 0.07 -0.40
H 3.6846 1.8116 1.1043 0.03 -0.25 -0.28
H 4.0606 2.2796 3.5929 0.18 -0.11 0.10
H -2.6065 1.2359 -0.6455 -0.06 0.20 0.00
H -1.8703 2.1421 0.6544 0.25 -0.04 0.07
H -4.1693 0.1649 0.7466 0.03 -0.08 -0.04
H -4.0443 1.7883 1.3936 -0.08 -0.01 -0.12
H -2.6162 -0.5915 2.6061 0.10 0.03 0.03
H -4.1931 0.0149 3.0947 -0.07 0.03 -0.02
H -3.0289 1.2978 4.3168 0.10 -0.02 0.02
H -1.3510 -1.5263 -1.0739 0.09 0.20 -0.04
H -2.7724 -1.2483 -0.0901 -0.03 -0.04 0.11

2.
42
Properties=species:S:1:pos:R:3:forces:R:3 method="wB97M-V/def2-TZVPD" energy_ev=-31430.702 homo_energy_ev=-11.700 total_charge=+1 lumo_energy_ev=-4.0 multiplicity=1
C -2.1597 0.1662 0.4055 0.92 0.31 0.26
C -1.1352 0.9228 0.9926 -0.72 -1.25 -0.52
C 0.3674 0.8492 0.5651 0.79 0.09 1.15
C 0.7612 2.3534 0.1892 -1.27 -0.36 1.43
O -0.3193 2.9261 -0.5112 1.37 -0.14 -0.50
C -0.1414 2.8931 -1.9331 -0.71 0.04 -1.42
C -1.1972 2.0199 -2.7020 -0.20 0.46 -0.65
C -2.2955 2.8714 -3.4729 0.02 -1.10 0.72
C 1.3375 0.4436 1.7256 -0.17 1.58 -0.11
N 1.3768 -1.0467 1.9541 0.74 -0.14 -0.44
P -0.0245 -1.5992 2.9052 -2.00 1.85 5.14
O -0.1104 -0.7467 4.1624 0.60 -1.29 -2.59
C 1.6426 -1.7957 0.6558 0.56 0.10 -1.44
B 0.6170 -3.0176 0.3173 -1.52 -0.52 -1.27
C 0.6129 -4.4688 0.9808 -0.05 0.53 -0.12
O -0.3395 -2.7800 -0.7011 0.90 -0.64 2.11
C 1.6989 -0.7825 -0.5557 0.40 -0.65 -0.17
O 0.5714 0.0733 -0.6255 -0.10 -0.72 0.98
H -2.2575 -0.9405 0.5388 1.07 0.51 -1.61
H -2.9135 0.6144 -0.2774 -0.64 0.06 2.05
H -1.4129 1.6544 1.7824 0.33 0.85 -1.76
H 0.8548 2.8803 1.1707 0.02 -0.08 -0.73
H 1.7309 2.3983 -0.3474 -0.54 -0.21 0.19
H 0.8658 2.5385 -2.2515 -0.49 0.26 0.68
H -0.2580 3.9362 -2.3154 0.21 -0.67 0.44
H -0.6556 1.4065 -3.4614 -0.28 0.43 0.63
H -1.7436 1.3018 -2.0613 0.67 0.42 -0.08
H -3.2591 2.7239 -2.9324 0.54 0.36 -0.55
H -2.0730 3.9547 -3.4996 -0.03 -0.65 -0.22
H -2.3984 2.4184 -4.4812 -0.11 0.72 0.51
H 1.0019 0.9714 2.6475 0.13 -0.73 -0.47
H 2.3773 0.8092 1.5469 -0.65 -0.62 -0.04
H 2.1994 -1.1980 2.5540 -0.42 -0.06 0.17
H 0.1129 -2.9538 3.3206 0.55 0.25 -1.04
H -1.2522 -1.4651 2.2051 0.97 -0.35 -0.74
H 2.6670 -2.2450 0.7166 -0.77 0.32 0.20
H 1.3999 -4.6491 1.7409 -0.37 -0.09 -0.56
H -0.3859 -4.5896 1.4745 0.67 -0.03 -0.40
H 0.6411 -5.2247 0.1582 0.05 0.42 0.69
H -0.8599 -1.9833 -0.5186 0.31 0.42 -0.73
H 2.6755 -0.2381 -0.5840 -0.73 -0.11 0.23
H 1.6801 -1.4027 -1.4782 -0.05 0.44 0.59

3.
44
Properties=species:S:1:pos:R:3:forces:R:3 method="wB97M-V/def2-TZVPD" energy_ev=-73143.445 homo_energy_ev="-14.801 / -14.801" total_charge=+2 lumo_energy_ev="-8.8 / -8.8" e_above_lowest_ev=0.000 s_squared=8.7617 multiplicity=6
C -0.4260 -3.7224 -4.1109 0.24 -0.21 -0.34
C -0.2440 -2.8206 -2.9744 -2.19 1.02 1.91
H -1.5084 -3.8472 -4.2586 0.22 0.11 0.10
H 0.0464 -4.7005 -3.9140 0.01 0.40 0.03
H 0.0370 -3.2925 -5.0166 -0.01 -0.10 0.34
O -1.0000 -2.2139 -2.2327 3.23 -2.43 -3.06
Cl 2.0107 -2.6226 -2.4663 -1.32 -1.93 -2.11
Sm 0.7328 -1.1387 -0.9896 -0.02 4.18 3.67
P 0.0516 1.5770 -2.2061 1.24 1.21 -0.90
C -1.3112 2.7879 -2.3225 -0.67 -0.16 0.42
C 1.4440 2.7705 -2.1390 0.30 -0.26 0.19
H 0.9389 0.3294 -4.1101 -0.04 0.18 -0.10
H 0.2941 1.9331 -4.5787 -0.05 -0.33 0.00
H -0.8269 0.5751 -4.2463 0.15 0.11 -0.03
C 0.1211 1.0454 -3.9560 0.00 -0.22 -0.11
H 2.3801 2.2066 -2.0319 -0.20 0.35 -0.10
H 1.4629 3.3838 -3.0527 -0.04 -0.17 0.32
H -1.0924 3.5461 -3.0907 0.07 -0.37 0.24
H -1.4368 3.2966 -1.3556 -0.01 -0.10 -0.28
H 1.3259 3.4217 -1.2601 0.04 -0.19 -0.27
H -2.2573 2.2901 -2.5758 0.17 0.22 0.05
C -1.7963 0.2117 -0.6833 -3.63 -0.41 1.70
O -2.8424 0.5117 -0.3144 3.08 -0.41 -1.17
Cl 3.0933 -0.0973 -0.9586 -0.67 -0.22 -0.07
C 2.0844 0.8462 2.1572 0.32 0.07 -0.50
N 1.1026 0.2283 3.0160 -0.92 -0.92 -0.23
C 1.3832 0.2922 4.4510 0.11 0.25 0.55
C 0.1395 -0.5321 2.4451 -0.09 0.25 0.41
O 0.2551 -0.8808 1.1944 0.16 0.18 0.11
N -0.9673 -0.8944 3.1262 0.27 0.00 -0.63
C -1.3661 -0.3500 4.4267 -0.17 0.02 0.41
C -1.9995 -1.7133 2.4872 -0.21 -0.28 0.03
H 2.7258 1.4566 2.7857 0.01 0.10 -0.20
H 1.6028 1.4739 1.4045 0.05 0.08 0.07
H 2.6864 0.1079 1.6259 0.07 0.08 0.19
H 0.8801 1.1525 4.9224 0.27 -0.39 -0.11
H 1.1156 -0.6327 4.9774 0.15 0.34 -0.31
H 2.4622 0.4479 4.5512 -0.27 -0.19 0.08
H -2.4567 -0.4532 4.5025 0.37 0.11 -0.03
H -0.9153 -0.9192 5.2561 -0.30 0.29 -0.31
H -1.1087 0.7130 4.5161 -0.16 -0.41 -0.08
H -2.9114 -1.1148 2.3138 0.40 -0.17 0.06
H -1.6438 -2.1097 1.5325 -0.10 0.06 0.35
H -2.2659 -2.5493 3.1530 0.12 0.27 -0.27

4.
39
Properties=species:S:1:pos:R:3:forces:R:3 method="wB97M-V/def2-TZVPD" energy_ev=-50851.318 homo_energy_ev=-5.498 lumo_energy_ev=-0.8 e_above_lowest_ev=1.974 multiplicity=1
C 4.7165 1.9103 -2.3626 -0.12 0.49 -0.06
C 3.7573 2.3439 -1.2548 -0.90 0.15 -0.92
C 3.6871 1.3661 -0.1184 -0.28 -0.69 0.75
C 2.4471 1.5516 0.7585 0.41 0.18 0.97
N 2.4268 0.5919 2.0005 0.12 -0.55 -0.83
C 1.1636 0.7571 2.8432 -0.46 0.48 -0.84
C 1.0032 -0.5179 3.6464 1.20 0.08 -0.39
C 1.5889 -1.6275 2.7185 -1.00 -0.33 0.34
C 2.2764 -0.9209 1.5624 0.56 0.37 0.14
C 3.6830 0.7658 2.8579 -0.70 -0.35 -0.08
H 4.3672 1.0581 -2.9456 -0.08 -0.17 0.31
H 5.7033 1.6957 -1.9523 0.07 -0.04 -0.09
H 4.8052 2.7246 -3.0817 0.20 0.02 0.03
H 2.7454 2.4340 -1.6499 -0.13 -0.10 -0.42
H 3.9587 3.3706 -0.9492 0.40 -0.10 0.41
H 4.6091 1.4602 0.4553 -0.06 -0.11 0.25
H 3.6352 0.3421 -0.4884 0.26 -0.06 -0.33
H 1.4907 1.4567 0.2443 0.14 -0.59 -0.15
H 2.4270 2.5813 1.1154 0.09 -0.03 0.57
H 1.1502 1.6821 3.4196 0.56 -0.08 0.09
H 0.3458 0.8870 2.1344 0.03 -0.22 -0.23
H 1.6688 -0.3860 4.4995 -0.51 -0.39 0.45
H -0.0413 -0.6641 3.9215 0.28 -0.08 0.17
H 2.2021 -2.3802 3.2139 0.35 0.51 0.27
H 0.7743 -2.2468 2.3427 -0.12 0.24 -0.26
H 3.2528 -1.3455 1.3293 0.11 0.36 0.14
H 1.6833 -1.0306 0.6544 -0.08 0.76 0.03
H 3.7615 1.8081 3.1670 -0.07 -0.08 -0.13
H 4.5913 0.4373 2.3528 -0.34 0.16 -0.30
H 3.5850 0.1294 3.7374 -0.16 0.12 -0.04
Cl -4.0699 -0.1793 -1.5362 0.19 0.00 0.11
Cl -10.9569 -4.1318 -3.2690 -0.09 -0.22 0.23
C -9.9125 -2.7092 -3.3421 0.18 0.96 0.42
C -9.7308 -2.2546 -4.7414 0.64 -0.25 -0.85
Cl -11.1792 -1.4335 -5.3895 0.19 -0.24 -0.10
H -8.9168 -2.9151 -2.9491 -0.21 -0.32 0.24
H -10.3638 -1.8894 -2.7833 -0.02 -0.31 0.32
H -9.4565 -3.1390 -5.3164 -0.44 0.15 -0.49
H -8.8789 -1.5825 -4.8449 -0.22 0.25 0.25

5.
51
Properties=species:S:1:pos:R:3:forces:R:3 method="wB97M-V/def2-TZVPD" energy_ev=-72208.384 homo_energy_ev=-4.928 total_charge=-1 lumo_energy_ev=-0.4 e_above_lowest_ev=6.959 multiplicity=1
O -0.7739 0.0069 -0.0728 2.40 1.99 2.09
V 0.2553 0.8840 0.8100 -2.93 -1.06 -1.48
O -0.5455 2.2041 1.1910 1.40 -1.89 -0.44
C 2.4070 1.8409 -3.3714 1.81 -0.22 4.27
O 1.1338 2.3832 -3.2136 -3.13 -0.56 -1.73
O 2.6834 0.9528 -2.2497 -1.01 1.72 -3.26
C 2.8651 1.4682 -4.7947 -1.21 -2.57 0.42
F 2.4874 2.3849 -5.6838 0.18 0.52 -0.59
F 4.1831 1.3530 -4.8558 0.49 0.16 0.05
F 2.3660 0.2570 -5.2906 0.28 1.17 0.61
C 0.6436 3.3914 -4.1089 -1.45 0.89 1.77
C -0.6874 3.9057 -3.4504 0.91 0.10 0.16
H -1.2909 3.1466 -2.9526 -0.03 -0.40 -0.68
H -0.4570 4.5646 -2.6133 0.28 0.23 -0.04
H -1.2541 4.4995 -4.1676 -0.21 -0.18 -0.02
H 0.4551 3.2043 -5.1661 0.09 -1.02 0.18
H 1.2882 4.2703 -4.1157 0.61 0.02 0.06
H 2.8996 2.7963 -3.1905 1.88 0.18 -0.36
C 0.2824 -1.9811 4.0780 -0.89 -0.81 -4.04
O -0.5801 -0.8382 4.1536 0.40 0.83 2.18
O 1.2029 -1.7108 3.0564 -0.63 -0.09 2.65
C 0.6275 -2.7565 5.4656 2.01 1.49 -1.30
F 1.3124 -1.9459 6.2782 0.65 0.63 0.52
F -0.4009 -3.1557 6.1872 -1.45 -0.43 -0.03
F 1.4048 -3.8612 5.3014 -0.42 0.46 -0.53
C -1.7968 -0.9809 4.9028 0.02 0.93 -2.19
C -2.5023 0.3149 4.5007 -0.79 0.41 2.16
H -3.3606 0.4860 5.1504 -0.21 -0.09 0.42
H -1.8328 1.1379 4.7510 -0.01 0.19 -0.68
H -2.9911 0.3568 3.5274 0.92 -0.24 -0.33
H -1.6095 -1.1906 5.9559 -0.25 0.51 0.04
H -2.4445 -1.7474 4.4772 0.32 -0.83 0.12
H -0.5062 -2.5869 3.6317 0.14 -1.90 0.08
C 3.4042 4.3638 1.9313 -0.60 1.04 0.92
O 3.0891 3.0084 2.3068 0.75 0.94 -0.88
H 3.2463 4.9919 2.8081 -0.59 0.21 0.17
H 4.4100 4.7044 1.6854 0.59 -1.30 -0.45
H 2.7715 4.7546 1.1344 -0.23 -0.61 0.06
H 3.7052 2.8213 3.0188 -0.08 -0.43 0.09
C -3.1988 -5.1110 0.0814 1.31 -0.07 -0.31
O -3.3577 -5.6719 1.3368 -1.74 -0.91 1.84
H -3.2038 -5.8792 -0.6918 0.24 0.01 -0.29
H -3.9943 -4.4118 -0.1762 0.11 0.11 0.49
H -2.2208 -4.6509 0.2227 0.02 0.72 -1.47
H -2.6792 -6.3244 1.5251 0.07 0.17 -0.25
C -1.2813 -2.3003 -4.9805 0.11 1.87 1.26
O -0.6330 -3.4398 -4.4969 -0.27 -0.77 -0.32
H -2.3340 -2.2383 -4.7048 -0.43 -0.60 -0.63
H -0.9347 -1.4786 -4.3538 0.55 0.20 -0.20
H -1.0582 -2.0185 -6.0096 -0.20 -0.38 -0.18
H -1.1942 -4.1736 -4.7580 0.26 -0.33 0.09

6.
42
Properties=species:S:1:pos:R:3:forces:R:3 method="wB97M-V/def2-TZVPD" energy_ev=-65299.634 homo_energy_ev="-12.251 / -12.346" total_charge=+2 lumo_energy_ev="-8.4 / -7.1" multiplicity=1
C -0.1648 -3.7178 -0.6145 -0.18 -0.22 -0.10
C -0.1776 -2.5403 0.2939 0.07 2.07 -2.08
H -0.1802 -3.3732 -1.6649 -0.04 -0.19 0.53
H -1.0421 -4.3607 -0.4167 0.45 0.08 -0.14
H 0.7566 -4.2903 -0.4390 -0.26 -0.13 -0.11
O -0.1163 -1.3489 -0.1978 0.16 -0.62 0.35
I -0.1823 -2.9683 2.3242 0.06 0.11 0.45
Sc 0.0132 0.4659 -1.3134 0.00 -1.88 0.74
P 2.4973 0.6914 -0.6506 1.41 -0.22 0.17
C 3.4164 2.0352 0.1702 -0.36 0.51 0.02
C 3.0147 -0.7307 0.3632 0.18 -0.39 -0.13
H 4.1112 -0.7582 0.4048 -0.21 -0.01 0.08
H 4.5288 0.4766 -1.9850 -0.26 -0.05 -0.09
H 2.6588 -1.6751 -0.0652 0.06 0.18 0.12
H 3.1655 -0.4192 -2.7329 0.17 0.25 0.10
H 3.5978 1.8024 1.2264 -0.14 0.07 -0.25
H 2.6191 -0.6301 1.3809 0.06 -0.01 -0.21
C 3.4546 0.5050 -2.2090 -0.25 -0.11 -0.20
H 4.3815 2.1855 -0.3277 -0.23 -0.04 0.13
H 3.2475 1.3626 -2.8698 0.15 -0.27 0.21
H 2.8250 2.9542 0.0965 0.32 0.00 0.13
P -2.4962 0.7260 -0.9588 -1.31 -0.18 0.10
C -3.4481 2.1229 -0.3120 0.11 0.35 0.02
C -3.2281 0.4798 -2.6189 0.20 0.04 -0.14
H -2.7500 -1.5883 -0.2493 -0.18 0.11 0.03
H -4.2983 -0.6749 -0.2724 0.25 -0.12 0.24
H -3.1013 -0.4321 1.0625 -0.24 -0.16 -0.40
C -3.2319 -0.6364 -0.0073 -0.12 -0.12 0.02
H -2.9294 -0.5065 -3.0106 -0.19 0.36 -0.02
H -4.3236 0.5262 -2.5281 0.33 -0.07 -0.15
H -4.5055 1.9768 -0.5865 0.36 0.10 0.19
H -3.0823 3.0657 -0.7389 -0.20 -0.16 0.20
H -2.8824 1.2803 -3.2945 -0.23 -0.36 0.11
H -3.3437 2.1393 0.7822 -0.07 0.15 -0.33
C -0.0481 2.0269 0.1381 -0.13 3.21 2.67
O -0.0627 2.8882 0.9365 0.08 -2.40 -2.25
C 0.5536 0.1827 3.8010 1.19 -0.27 0.71
C -0.4866 -0.2742 2.8973 -2.60 2.28 -2.72
O -1.2195 0.2012 2.0964 2.19 -1.78 2.19
H 1.4178 -0.5014 3.6952 -0.39 0.38 0.22
H 0.1874 0.1071 4.8474 0.18 0.08 -0.57
H 0.8542 1.2244 3.5472 -0.38 -0.58 0.13